No. 1
DFT (the ωB97M-V functional and the def2-TZVPD basis) results for a molecular structure, C2H3N3O at a distorted geometry.

Output
LUMO energy	0.57	eV
energy relative to the best compared isomer or geometry (same formula, charge and spin)	3.907	eV
gap between HOMO and LUMO	10.126	eV

Last column: natural (NBO) charge in e.
Geometry (Å):
O 1.93 -0.60 -0.26  -0.47
N 0.27 0.61 0.86  -0.33
N 0.67 -0.31 -0.08  0.08
N -1.48 0.39 -0.54  -0.47
C -1.09 0.76 0.62  0.14
C -0.47 -0.38 -0.95  0.13
H -1.59 1.55 1.32  0.21
H 2.20 -0.80 0.79  0.50
H -0.44 -1.22 -1.77  0.22

No. 2
DFT (the ωB97M-V functional and the def2-TZVPD basis) results for a molecular structure, C2H4OS at a distorted geometry.

Output
LUMO energy	0.23	eV
energy relative to the best compared isomer or geometry (same formula, charge and spin)	2.989	eV
gap between HOMO and LUMO	9.224	eV

Last column: natural (NBO) charge in e.
Geometry (Å):
S -2.00 0.51 -0.01  0.36
O -1.37 -1.10 0.03  -0.58
C -0.43 -0.16 0.38  0.02
C 0.85 0.15 -0.36  -0.69
H 1.05 1.27 -0.33  0.25
H 0.58 0.17 -1.49  0.24
H -0.24 -0.25 1.75  0.16
H 1.56 -0.60 0.03  0.24

No. 3
DFT (the ωB97M-V functional and the def2-TZVPD basis) results for a molecular structure, C7H6N5O2 at a distorted geometry.

Output
LUMO energy	3.42	eV
net charge	-1
energy relative to the best compared isomer or geometry (same formula, charge and spin)	2.890	eV
gap between HOMO and LUMO	7.236	eV

Last column: natural (NBO) charge in e.
Geometry (Å):
O 1.61 1.98 1.22  -0.79
O 1.95 2.26 -0.97  -0.73
N 2.26 -2.13 -0.41  -0.09
N 2.06 -0.95 -1.00  -0.46
N -0.77 -0.67 -1.06  -0.51
N 2.37 -1.94 0.83  -0.06
N 2.16 -0.70 1.09  -0.41
C -2.05 -0.68 -1.29  0.04
C 1.70 0.01 -0.06  0.19
C -2.36 0.68 0.65  -0.16
C -0.23 0.01 -0.06  0.18
C -0.99 0.76 0.84  -0.29
C 1.83 1.59 0.05  0.76
C -2.95 -0.12 -0.35  -0.30
H -3.97 -0.12 -0.47  0.20
H -0.63 1.40 1.58  0.25
H 1.94 -0.44 1.98  0.40
H -2.27 -1.23 -2.17  0.18
H -3.11 1.25 1.41  0.19
H 1.44 -0.97 -1.81  0.41

No. 4
DFT (the ωB97M-V functional and the def2-TZVPD basis) results for a single C2H5NO3S molecule at a distorted geometry.

Output
LUMO energy (spin up / spin down)	-0.62 / -0.62	eV
SMILES	CS(=O)(=O)CN=O
energy relative to the best compared isomer or geometry (same formula, charge and spin)	4.348	eV
gap between HOMO and LUMO (spin up / spin down)	9.102 / 9.102	eV

Last column: natural (NBO) charge in e.
Geometry (Å):
S 0.18 -0.71 -0.60  2.14
O -0.06 -2.13 -0.59  -0.93
O 0.70 2.02 0.53  -0.28
O 0.95 -0.16 -1.67  -0.92
N 1.50 1.14 0.40  0.18
C -1.41 0.16 -0.50  -0.87
C 1.03 -0.23 0.98  -0.58
H -1.25 1.14 -0.07  0.26
H -1.76 0.26 -1.52  0.26
H 0.32 -0.18 1.79  0.23
H -2.08 -0.44 0.10  0.25
H 1.89 -0.86 1.15  0.25